# C7H12F2NO2S

2 unconnected molecules or ions with the total composition C7H12F2NO2S in a non-equilibrium geometry (the ωB97M-V functional and the def2-TZVPD basis, OMol25).

Bonds (Å) are listed after each position.
Cartesian coordinates (Å):
1 C 1.76312 -1.25179 1.32962  C2 1.517, C3 1.507, H14 1.047, H15 1.000
2 C 2.55254 -1.02138 0.05523  C1 1.517, C3 1.432, H16 1.099, H17 1.062
3 C 1.96498 0.10748 0.71123  C1 1.507, C2 1.432, C4 1.530, H18 1.106
4 C 0.82347 0.81316 -0.02327  C3 1.530, C5 1.556, H19 1.048, H20 1.091
5 C -0.06659 1.68086 0.91213  C4 1.556, C7 1.558, H21 1.096, H22 1.210
6 C -3.49077 0.22554 -0.42297  N8 1.304, S13 1.966, H23 1.069
7 C -1.44452 2.07843 0.30438  C5 1.558, F11 1.552, F12 1.355
8 N -3.24299 0.21712 -1.70325  C6 1.304, H24 1.054, H25 0.973
9 O -3.98021 -2.11195 0.83590  S13 1.498
10 O -2.23791 -1.93775 -0.85522  S13 1.472
11 F -2.06964 3.33043 0.97474  C7 1.552
12 F -1.18965 2.61519 -0.91292  C7 1.355
13 S -2.73917 -1.38603 0.41447  C6 1.966, O9 1.498, O10 1.472
14 H 0.86948 -1.78775 1.42646  C1 1.047
15 H 2.29146 -1.26348 2.17916  C1 1.000
16 H 3.53239 -1.51910 0.04393  C2 1.099
17 H 1.92944 -1.35981 -0.73581  C2 1.062
18 H 2.60359 0.83500 1.24576  C3 1.106
19 H 0.28335 -0.00692 -0.39064  C4 1.048
20 H 1.34846 1.39159 -0.78468  C4 1.091
21 H -0.32826 1.26570 1.89242  C5 1.096
22 H 0.52876 2.69674 1.19278  C5 1.210
23 H -4.03867 0.98272 0.09613  C6 1.069
24 H -3.71130 0.75193 -2.48085  N8 1.054
25 H -2.63036 -0.53233 -1.80182  N8 0.973

Calculated values
Largest force on an atom, Eh/bohr: 0.074
Energy, Eh: -1076.9377
Energy relative to the best compared isomer or geometry (same formula, charge and spin), eV: 2.545
2S+1: 1
Total charge: -1
Highest occupied orbital energy (alpha / beta), eV: -3.08 / -3.08